DFT (ωB97M-V/def2-TZVPD) results for a structure of composition C21H19N6O2STi at a distorted geometry.

<S²>: 2.01
E_LUMO (alpha / beta): -4.0 / -4.1 eV
HOMO-LUMO gap (alpha / beta): 5.71 / 7.43 eV
HOMO energy (alpha / beta): -9.70 / -11.50 eV
DFT total energy: -69068.3175 eV
Strongest force on any atom: 0.03087 Eh/bohr
Energy above the lowest of the compared OMol25 structures with the same formula, charge and spin: 0.000 eV
Spin multiplicity: 3
Total charge: +1

The geometry in XYZ format:
```
50
Properties=species:S:1:pos:R:3:mulliken_charge:R:1
Ti 0.600 -0.618 -0.954 0.022
C -0.798 3.220 -1.931 -1.602
C -0.625 1.763 -1.701 0.719
N 0.459 1.131 -1.956 0.826
N 1.544 1.831 -2.405 -1.308
C 2.622 1.058 -2.502 0.637
N 3.717 1.666 -2.953 -0.377
S 2.719 -0.642 -2.075 -0.523
C -1.753 0.896 -1.202 0.465
C -3.011 1.367 -0.959 -0.570
C -4.007 0.461 -0.582 -0.506
C -3.701 -0.872 -0.479 -0.928
C -2.389 -1.263 -0.716 -0.017
N -1.442 -0.397 -1.050 0.311
H 0.128 3.649 -2.291 0.369
H -1.096 3.719 -1.005 0.357
H -1.587 3.394 -2.667 0.391
H 3.670 2.625 -3.251 0.236
H 4.565 1.143 -3.087 0.217
H -3.224 2.422 -1.070 0.433
H -5.012 0.809 -0.383 0.446
H -4.448 -1.608 -0.216 0.442
H -2.078 -2.296 -0.627 0.394
O 0.576 4.583 4.043 -0.460
C 0.449 3.330 4.539 0.614
O 0.341 3.158 5.717 -0.517
C 0.540 2.199 3.558 0.819
C -0.007 0.979 3.941 -1.079
C 0.063 -0.120 3.106 -0.389
C 0.715 -0.026 1.880 0.453
C 1.287 1.186 1.506 -0.321
C 1.190 2.294 2.337 -1.122
N 0.766 -1.080 0.941 0.220
C 0.670 -2.406 1.204 -0.571
C 0.569 -3.260 0.063 0.481
C 0.512 -4.659 0.117 -0.970
C 0.423 -5.379 -1.047 -0.322
C 0.394 -4.713 -2.278 -0.834
C 0.444 -3.343 -2.285 -0.297
N 0.516 -2.618 -1.149 0.403
H 0.601 4.558 3.077 0.286
H -0.491 0.911 4.907 0.459
H -0.400 -1.055 3.402 0.450
H 1.879 1.250 0.598 0.592
H 1.680 3.213 2.034 0.392
H 0.722 -2.808 2.207 0.474
H 0.548 -5.151 1.080 0.470
H 0.381 -6.460 -1.014 0.431
H 0.343 -5.257 -3.210 0.430
H 0.434 -2.782 -3.209 0.474
```

DFT (ωB97M-V/def2-TZVPD) results for a cluster of 2 separate species, C21H20BCl4O6 in total at a distorted geometry.

E_LUMO: 1.0 eV
HOMO-LUMO gap: 5.84 eV
HOMO energy: -4.89 eV
DFT total energy: -85158.4150 eV
Strongest force on any atom: 0.03309 Eh/bohr
Energy above the lowest of the compared OMol25 structures with the same formula, charge and spin: 0.000 eV
Total charge: -1

The geometry in XYZ format:
```
52
Properties=species:S:1:pos:R:3:mulliken_charge:R:1
Cl -4.048 -2.396 -1.497 -0.326
B -2.414 -2.167 -2.316 0.726
Cl -1.809 -3.753 -3.118 -0.353
Cl -2.521 -0.848 -3.628 -0.290
O -1.472 -1.766 -1.257 -0.364
C -0.210 -1.645 -1.448 -1.007
C 0.737 -2.539 -0.837 0.787
C 2.032 -2.638 -1.390 -0.069
C 2.997 -3.432 -0.795 -0.742
C 2.675 -4.154 0.366 0.440
Cl 3.901 -5.037 1.179 -0.227
C 1.367 -4.134 0.877 -0.789
C 0.396 -3.346 0.275 -0.208
H 0.129 -0.954 -2.228 0.467
H 2.244 -2.071 -2.295 0.381
H 4.008 -3.476 -1.189 0.398
H 1.137 -4.721 1.762 0.394
H -0.631 -3.327 0.638 0.521
C 2.472 2.439 -3.195 -1.111
C 2.800 1.853 -1.854 -0.232
O 1.568 1.902 -1.067 -0.441
C 1.341 0.835 -0.284 -0.037
C -0.074 0.782 0.130 1.776
C -1.120 1.180 -0.753 0.464
C -2.391 1.691 -0.129 0.244
C -2.340 2.686 0.849 -0.014
C -3.520 3.179 1.414 -0.800
C -4.755 2.653 1.017 -0.319
C -4.809 1.679 0.011 -0.818
C -3.629 1.218 -0.571 -0.251
O -0.975 1.146 -1.979 -0.727
C -0.253 0.423 1.519 -0.306
O -1.260 -0.022 2.056 -0.726
O 0.916 0.639 2.168 -0.157
C 0.819 0.668 3.605 -0.257
C 2.236 0.816 4.098 -1.190
O 2.191 -0.005 -0.015 -0.666
H 3.319 2.359 -3.877 0.401
H 1.609 1.930 -3.633 0.237
H 2.223 3.495 -3.077 0.282
H 3.134 0.814 -1.916 0.271
H 3.545 2.452 -1.321 0.299
H -1.366 3.074 1.158 0.451
H -3.466 3.946 2.188 0.351
H -5.674 3.004 1.491 0.349
H -5.760 1.256 -0.313 0.395
H -3.646 0.445 -1.340 0.273
H 0.213 1.542 3.890 0.271
H 0.346 -0.261 3.954 0.291
H 2.263 0.698 5.185 0.396
H 2.901 0.076 3.636 0.282
H 2.621 1.816 3.855 0.282
```

DFT (ωB97M-V/def2-TZVPD) results for a structure of composition C21H20Cl3N4PtS2Si.

E_LUMO: -11.3 eV
HOMO-LUMO gap: 5.73 eV
HOMO energy: -17.03 eV
DFT total energy: -98402.1342 eV
Strongest force on any atom: 0.00841 Eh/bohr
Energy above the lowest of the compared OMol25 structures with the same formula, charge and spin: 0.000 eV
Total charge: +3

The geometry in XYZ format:
```
52
Properties=species:S:1:pos:R:3:mulliken_charge:R:1
Pt 1.092 0.606 -0.609 0.729
C -3.226 -0.967 -2.741 -0.849
N -1.891 -1.562 -2.897 0.144
C -1.628 -2.817 -3.407 -0.545
C -0.294 -3.000 -3.376 -0.223
N 0.269 -1.833 -2.865 0.524
C -0.739 -0.976 -2.569 -0.208
S -0.697 0.625 -1.923 -0.277
C 1.667 -1.615 -2.744 0.984
C 2.535 -2.320 -3.559 -0.918
C 3.899 -2.154 -3.407 -0.485
C 4.371 -1.270 -2.440 -0.861
C 3.446 -0.588 -1.688 0.007
N 2.108 -0.747 -1.829 -0.119
H -3.958 -1.682 -3.106 0.337
H -3.299 -0.055 -3.330 0.381
H -3.412 -0.760 -1.689 0.350
H -2.414 -3.477 -3.735 0.479
H 0.284 -3.869 -3.636 0.479
H 2.157 -2.972 -4.334 0.458
H 4.583 -2.700 -4.043 0.479
H 5.426 -1.105 -2.279 0.455
H 3.769 0.116 -0.928 0.421
N 0.637 2.137 0.533 -0.146
S 0.691 3.671 -0.129 0.275
C 1.774 4.607 0.887 0.809
C 1.458 4.886 2.217 -0.178
C 2.359 5.627 2.958 -0.811
C 3.536 6.089 2.369 -0.449
C 3.829 5.810 1.042 -0.695
C 2.945 5.057 0.284 -0.354
C -0.922 4.351 0.207 0.718
C -2.031 3.513 0.223 -0.131
C -3.286 4.075 0.408 -0.750
C -3.420 5.450 0.550 -0.559
C -2.302 6.273 0.515 -0.688
C -1.038 5.730 0.341 -0.468
H 0.078 2.096 1.380 0.239
H 0.526 4.555 2.657 0.401
H 2.142 5.859 3.991 0.429
H 4.224 6.684 2.955 0.435
H 4.738 6.186 0.594 0.436
H 3.153 4.842 -0.757 0.424
H -1.932 2.441 0.113 0.252
H -4.159 3.439 0.446 0.436
H -4.401 5.882 0.691 0.427
H -2.409 7.343 0.629 0.426
H -0.167 6.371 0.323 0.517
Cl 2.185 -1.420 1.696 -0.085
Si 0.349 -0.981 1.036 0.509
Cl -0.815 -0.140 2.417 -0.120
Cl -0.554 -2.506 0.097 -0.040
```

DFT (ωB97M-V/def2-TZVPD) results for a cluster of 2 separate species, C21H20F2O3 in total at a distorted geometry.

E_LUMO: -3.6 eV
HOMO-LUMO gap: 2.06 eV
HOMO energy: -5.64 eV
DFT total energy: -33675.8803 eV
Strongest force on any atom: 0.04652 Eh/bohr
Energy above the lowest of the compared OMol25 structures with the same formula, charge and spin: 1.555 eV

The geometry in XYZ format:
```
46
Properties=species:S:1:pos:R:3:mulliken_charge:R:1
C -1.188 0.804 -3.522 -1.498
C -1.075 -0.645 -3.331 0.516
C -2.248 -1.417 -3.211 0.552
O -3.363 -0.912 -3.267 -0.801
C -2.081 -2.888 -3.021 -0.391
C -0.785 -3.345 -3.688 -0.516
O 0.364 -2.622 -3.250 -0.385
C 0.231 -1.249 -3.235 0.501
O 1.200 -0.501 -3.144 -0.737
H -0.194 1.247 -3.608 0.329
H -1.753 1.019 -4.430 0.358
H -1.710 1.255 -2.678 0.149
H -2.052 -3.110 -1.950 0.076
H -2.959 -3.406 -3.426 0.303
H -0.572 -4.405 -3.501 0.306
H -0.839 -3.227 -4.778 0.315
C 3.387 5.164 0.304 -1.522
C 2.484 3.994 0.413 1.115
C 2.612 3.143 1.510 0.075
F 3.552 3.400 2.449 -0.317
C 1.785 2.053 1.647 -0.825
C 0.768 1.773 0.714 1.114
C -0.140 0.682 0.785 -0.231
C -0.366 -0.312 1.775 0.910
C 0.227 -0.345 3.051 -0.833
C -0.020 -1.366 3.938 0.083
F 0.596 -1.379 5.143 -0.317
C -0.899 -2.395 3.604 1.102
C -1.118 -3.492 4.575 -1.509
C -1.530 -2.360 2.367 -0.797
C -1.276 -1.349 1.476 -0.653
C 0.676 2.639 -0.395 -0.492
C 1.512 3.717 -0.538 -0.889
H 3.237 5.706 -0.628 0.380
H 3.216 5.857 1.127 0.335
H 4.430 4.852 0.346 0.339
H 1.994 1.391 2.459 0.452
H -0.772 0.584 -0.083 0.315
H 0.834 0.461 3.404 0.460
H -1.884 -4.188 4.235 0.381
H -0.199 -4.055 4.730 0.333
H -1.430 -3.097 5.541 0.338
H -2.226 -3.140 2.111 0.372
H -1.778 -1.337 0.523 0.531
H -0.070 2.441 -1.145 0.310
H 1.420 4.359 -1.397 0.367
```

Q: Look up the energy above the lowest of the compared OMol25 structures with the same formula, charge and spin of the fourth one.
A: 1.555 eV